1.
The following is a DFT calculation (ωB97M-V/def2-TZVPD) of the molecule C11H19N5O3S2 in a non-equilibrium geometry.

Computed properties:
Energy relative to the best compared isomer or geometry (same formula, charge and spin), kcal/mol: 10.34
SMILES: CCCN(C(=O)CSc1nnnn1C)[C@@H]1CCS(=O)(=O)C1
Frontier orbital gap, eV: 9.671
Molar mass, g mol⁻¹: 333.44
LUMO, Eh: 0.008
Total energy, eV: -46977.48659

CARTESIAN COORDINATES (ANGSTROEM)
C: 2.2696 -2.4212 1.0441
C: 0.7492 -2.4167 0.9267
C: 0.1776 -0.9956 0.9932
N: 0.5548 -0.1731 -0.1378
C: 1.2961 0.9507 -0.0603
O: 1.5838 1.6191 -1.0349
C: 1.8455 1.3854 1.2915
S: 0.6107 2.0372 2.4783
C: -0.7585 2.4248 1.4907
N: -1.2455 1.8107 0.4319
N: -2.3406 2.4737 0.0972
N: -2.5637 3.4403 0.8839
N: -1.5866 3.4618 1.7899
C: -1.5076 4.4136 2.8532
C: -0.0066 -0.4397 -1.4590
C: -1.4276 -1.0234 -1.4322
C: -1.7410 -1.4549 -2.8455
S: -0.2575 -2.4578 -3.1686
O: -0.3541 -3.6790 -2.4124
O: 0.0511 -2.5687 -4.5660
C: 0.8964 -1.3372 -2.3106
H: 2.7211 -1.7744 0.2937
H: 2.6563 -3.4273 0.9049
H: 2.5805 -2.0723 2.0276
H: 0.3234 -2.9855 1.7554
H: 0.4456 -2.9098 0.0028
H: 0.5284 -0.5269 1.9111
H: -0.9132 -1.0301 1.0546
H: 2.5407 2.2046 1.1006
H: 2.3676 0.5820 1.8095
H: -0.4815 4.7691 2.9509
H: -2.1741 5.2389 2.6119
H: -1.8163 3.9570 3.7953
H: -0.0673 0.5441 -1.9401
H: -1.4749 -1.9163 -0.8093
H: -2.1182 -0.2701 -1.0528
H: -2.6320 -2.0666 -2.9287
H: -1.7584 -0.6377 -3.5591
H: 1.4523 -0.7838 -3.0594
H: 1.5743 -1.9448 -1.7223



2.
The following is a DFT calculation (ωB97M-V/def2-TZVPD) of the molecule C11H19N7O in a non-equilibrium geometry.

Computed properties:
Energy relative to the best compared isomer or geometry (same formula, charge and spin), kcal/mol: 49.14
SMILES: [H]/N=C(/N/C(=N/[H])Nc1cc(C)on1)N1CCN(C)CC1
Frontier orbital gap, eV: 9.139
Molar mass, g mol⁻¹: 265.32
LUMO, Eh: 0.023
Total energy, eV: -24188.69751

CARTESIAN COORDINATES (ANGSTROEM)
H: 0.3646 2.5069 -3.2724
N: -0.2784 1.7518 -3.2849
C: -0.1261 1.0180 -2.2109
N: -0.7751 -0.1664 -2.0984
C: -0.8333 -1.0067 -1.0622
N: -1.7821 -1.9581 -1.1874
H: -1.9132 -2.5473 -0.4510
N: 0.0683 -0.9032 -0.0549
C: -0.5286 -0.9399 1.2249
C: -1.6528 -1.3723 1.8097
C: -1.3354 -1.4120 3.1693
C: -2.3078 -1.7651 4.2231
O: -0.1561 -0.6663 3.3201
N: 0.3564 -0.5193 2.1044
N: 0.8577 1.5061 -1.2816
C: 2.2649 0.8618 -1.2130
C: 3.0289 0.9370 0.1853
N: 2.9401 2.3534 0.7117
C: 3.6367 2.4893 1.9975
C: 1.4971 2.7530 0.7402
C: 0.7313 2.7645 -0.5547
H: -1.2237 -0.4796 -2.9227
H: 0.6546 -0.0443 -0.1547
H: -2.4809 -1.6838 1.2683
H: -1.9121 -2.6928 4.8298
H: -2.2154 -0.9753 4.9898
H: -3.3549 -1.8825 3.8878
H: 2.3194 -0.2261 -1.4958
H: 2.9487 1.5420 -1.8478
H: 4.0875 0.6578 0.1021
H: 2.5441 0.1760 0.7433
H: 3.6082 1.5598 2.5256
H: 4.6375 2.6495 1.7933
H: 3.1698 3.3806 2.4971
H: 1.0263 2.0019 1.4551
H: 1.2840 3.8231 1.2134
H: -0.3279 3.0941 -0.4206
H: 1.2866 3.5235 -1.1700



3.
The following is a DFT calculation (ωB97M-V/def2-TZVPD) of a structure of composition C11H19O5Tl in a non-equilibrium geometry.

Computed properties:
Energy relative to the best compared isomer or geometry (same formula, charge and spin), kcal/mol: 0.00
Frontier orbital gap, eV: 3.849
Molar mass, g mol⁻¹: 435.65
LUMO, Eh: -0.448
Total energy, eV: -26626.07156
Charge: +2

CARTESIAN COORDINATES (ANGSTROEM)
Tl: -5.5417 -10.8464 -14.5495
C: -7.8512 -14.1706 -12.0329
C: -6.4080 -13.5827 -11.5709
C: -5.2583 -14.5372 -11.5039
O: -6.3009 -12.5546 -12.2218
H: -7.9889 -15.1396 -11.5546
H: -7.8081 -14.3081 -13.1141
H: -8.6880 -13.4939 -11.8818
H: -6.7478 -13.2577 -10.5168
H: -5.6182 -15.5453 -11.3104
H: -4.5826 -14.1932 -10.7115
H: -4.7233 -14.5214 -12.4599
O: -3.6526 -12.9764 -13.9214
C: -2.4929 -13.3459 -13.9097
O: -1.5015 -12.5082 -13.6818
C: -0.2450 -13.2266 -13.5674
C: -0.6253 -14.6924 -13.4184
C: -1.9957 -14.7412 -14.1522
H: 0.4071 -12.8900 -12.7648
H: 0.3260 -12.9819 -14.4658
H: -0.6972 -14.9127 -12.3532
H: 0.0270 -15.4222 -13.8874
H: -2.6624 -15.4682 -13.6895
H: -1.7691 -15.1144 -15.1477
O: -5.7831 -13.3880 -15.9735
C: -6.0362 -14.2471 -16.7907
O: -5.1444 -15.1898 -17.0892
C: -5.6561 -16.1110 -18.0607
C: -7.1629 -15.9099 -18.0427
C: -7.3309 -14.4663 -17.5634
H: -5.4152 -17.1380 -17.7858
H: -5.2142 -16.0301 -19.0551
H: -7.5947 -16.5621 -17.2809
H: -7.6660 -16.1318 -18.9793
H: -8.2155 -14.3548 -16.9460
H: -7.2915 -13.7288 -18.3687



4.
The following is a DFT calculation (ωB97M-V/def2-TZVPD) of a structure of composition C11H20AsN2OPdS4Se.

Computed properties:
Energy relative to the best compared isomer or geometry (same formula, charge and spin), kcal/mol: 0.00
Frontier orbital gap, eV: 6.623
Molar mass, g mol⁻¹: 584.86
LUMO, Eh: 0.070
Total energy, eV: -189769.02535
Charge: -1

CARTESIAN COORDINATES (ANGSTROEM)
Pd: -1.8731 -1.1595 0.7172
S: 1.6198 1.3781 2.7934
As: 1.0997 -0.4753 2.0200
S: 0.1098 -0.3661 0.0225
S: -0.8402 -1.3039 2.7250
S: 2.6964 -1.9207 2.0864
C: -1.8988 2.7085 2.2102
O: -1.3884 2.7339 0.8880
H: -1.1627 3.0682 2.9337
H: -2.2063 1.7009 2.5083
H: -2.7739 3.3596 2.2304
H: -0.6633 2.0942 0.8441
N: 1.6251 -4.3085 0.5425
C: 1.6241 -3.7650 -0.8499
C: 0.5690 -4.4296 -1.7217
N: -0.7538 -4.4296 -1.1105
C: -0.6981 -5.1422 0.1611
C: 0.2704 -4.5059 1.1445
H: 2.0989 -3.5318 1.1569
H: 2.1663 -5.1666 0.5904
H: 2.6331 -3.8896 -1.2440
H: 1.4192 -2.6977 -0.7527
H: 0.8438 -5.4682 -1.9396
H: 0.5252 -3.8994 -2.6739
H: -1.0041 -3.4590 -0.9027
H: -0.4193 -6.1830 -0.0419
H: -1.6918 -5.1532 0.6111
H: 0.4037 -5.0980 2.0505
H: -0.0797 -3.5149 1.4426
Se: -3.8763 -1.6039 -0.5416
C: -4.8284 0.0623 -0.4888
C: -6.2064 0.0602 -0.6965
C: -6.9263 1.2470 -0.6793
C: -6.2790 2.4554 -0.4612
C: -4.9044 2.4630 -0.2619
C: -4.1825 1.2788 -0.2751
H: -6.7158 -0.8802 -0.8697
H: -7.9983 1.2251 -0.8381
H: -6.8399 3.3820 -0.4491
H: -4.3765 3.3943 -0.0948
H: -3.1115 1.3127 -0.1179



5.
The following is a DFT calculation (ωB97M-V/def2-TZVPD) of a cluster of 2 separate species, C11H20Cl2F3N4O in total in a non-equilibrium geometry.

Computed properties:
Energy relative to the best compared isomer or geometry (same formula, charge and spin), kcal/mol: 0.00
Frontier orbital gap, eV: 9.597
Molar mass, g mol⁻¹: 352.21
LUMO, Eh: -0.102
Total energy, eV: -52930.17652
Charge: +1

CARTESIAN COORDINATES (ANGSTROEM)
C: 5.1957 -0.8118 1.0702
O: 4.3980 -1.4709 0.0981
C: 3.1207 -0.9208 -0.0255
C: 2.2738 -1.7631 -0.9759
C: 0.9207 -2.1513 -0.3708
C: 0.0120 -0.9439 -0.4440
N: -1.2221 -1.1058 0.3350
N: -1.6790 -2.3565 0.6515
C: -2.7793 -2.2070 1.3860
N: -3.0828 -0.9397 1.5567
C: -2.1158 -0.2618 0.9060
N: -2.1222 1.0694 0.8694
C: -1.2195 1.9624 0.1588
C: -1.6074 3.4218 0.3807
C: -0.9093 4.0242 1.5712
F: -1.1117 5.3459 1.6421
F: 0.4225 3.8114 1.5488
F: -1.3737 3.4641 2.7100
H: 5.3187 -1.4416 1.9459
H: 4.7500 0.1226 1.3970
H: 6.1665 -0.5753 0.6534
H: 2.6177 -0.8684 0.9485
H: 3.1748 0.1081 -0.3879
H: 2.7970 -2.6417 -1.3253
H: 2.0625 -1.1613 -1.8575
H: 1.0949 -2.3745 0.6795
H: 0.5079 -3.0163 -0.8767
H: 0.5484 -0.1068 -0.0199
H: -0.2129 -0.6779 -1.4697
H: -1.2734 -3.2422 0.3966
H: -3.3562 -3.0217 1.7770
H: -2.8799 1.4914 1.3765
H: -1.2890 1.7702 -0.9069
H: -0.1923 1.8472 0.4834
H: -1.4130 3.9941 -0.5131
H: -2.6753 3.4795 0.5732
C: -2.7095 -0.3298 -3.1416
Cl: -2.3083 -1.9841 -3.6019
Cl: -1.3226 0.7592 -3.3348
H: -3.5189 0.0290 -3.7654
H: -3.0076 -0.3266 -2.0987



6.
The following is a DFT calculation (ωB97M-V/def2-TZVPD) of a cluster of 4 separate species, C11H20Cl4O6 in total in a non-equilibrium geometry.

Computed properties:
Energy relative to the best compared isomer or geometry (same formula, charge and spin), kcal/mol: 26.85
SMILES: CCOC(=O)OC.O=C1OCCO1.ClCCCl.ClCCCl
Frontier orbital gap, eV: 10.928
Molar mass, g mol⁻¹: 390.09
LUMO, Eh: 0.008
Total energy, eV: -74105.25565

CARTESIAN COORDINATES (ANGSTROEM)
C: -9.5415 0.1028 1.4201
C: -8.1486 -0.2816 0.8313
O: -7.0908 0.0018 1.7929
C: -5.9547 -0.7897 1.7183
O: -5.6950 -1.6715 0.9055
O: -5.1218 -0.3368 2.6061
C: -3.9044 -0.9881 2.8704
H: -9.6664 1.1573 1.6663
H: -9.8440 -0.5648 2.2269
H: -10.2585 0.0125 0.6041
H: -8.0259 0.2872 -0.0904
H: -8.1683 -1.3603 0.6764
H: -4.0185 -2.0096 3.2331
H: -3.3485 -0.4673 3.6501
H: -3.2473 -1.0147 2.0011
O: 7.4490 1.7015 -0.5849
C: 7.4631 0.4810 -0.6533
O: 7.4316 -0.3118 0.4758
C: 7.0271 -1.5767 0.0627
C: 7.3622 -1.5069 -1.4110
O: 7.1916 -0.2106 -1.7983
H: 7.6808 -2.3799 0.4028
H: 5.9535 -1.6745 0.2238
H: 6.7511 -2.2221 -1.9616
H: 8.3882 -1.8031 -1.6298
Cl: 2.2701 -0.1497 1.2757
C: 2.4622 1.6508 1.5144
C: 3.1978 1.8968 2.8500
Cl: 3.6828 3.5471 3.1473
H: 1.5095 2.1785 1.4711
H: 3.0864 2.0568 0.7184
H: 4.1827 1.4308 2.8210
H: 2.6972 1.4150 3.6899
Cl: 0.6257 -0.4682 -6.5163
C: 1.4030 0.0704 -4.9654
C: 0.4155 0.9319 -4.1577
Cl: -0.7854 -0.0907 -3.3932
H: 2.2566 0.6799 -5.2621
H: 1.7117 -0.7892 -4.3706
H: -0.1817 1.6040 -4.7740
H: 0.8016 1.4616 -3.2868



7.
The following is a DFT calculation (ωB97M-V/def2-TZVPD) of a cluster of 4 separate species, C11H20F3O18PS4 in total in a non-equilibrium geometry.

Computed properties:
SMILES: O=[PH2][C@@H]1OS(=O)(=O)O[C@H]1C[C@H](O)C(F)(F)F.O=S1(=O)OCCO1.O=S1(=O)OCCO1.O=S1(=O)OCCO1
Frontier orbital gap, eV: 10.562
Molar mass, g mol⁻¹: 656.50
LUMO, Eh: -0.001
Total energy, eV: -109364.46115

CARTESIAN COORDINATES (ANGSTROEM)
O: 0.6404 -0.0932 1.0964
P: 0.7457 0.1871 -0.3458
C: 2.3948 0.9437 -0.7876
O: 2.1602 2.3198 -0.3141
S: 3.1842 3.2994 -1.0387
O: 4.4020 3.4025 -0.3563
O: 2.5968 4.5208 -1.3891
O: 3.2427 2.4480 -2.4272
C: 2.6215 1.1653 -2.2986
C: 3.5889 0.2185 -3.0805
C: 3.8317 -1.1773 -2.4921
O: 2.6533 -1.9019 -2.2133
C: 4.7996 -1.2084 -1.2795
F: 5.7997 -2.0581 -1.5139
F: 4.1932 -1.6520 -0.1956
F: 5.3676 -0.0334 -1.0638
H: -0.2783 1.0929 -0.7214
H: 0.6600 -1.0182 -1.0713
H: 3.2234 0.6353 -0.1612
H: 1.6437 1.0547 -2.7815
H: 3.1423 0.0781 -4.0697
H: 4.5499 0.6965 -3.2528
H: 4.3692 -1.7470 -3.2622
H: 2.0424 -1.7288 -2.9404
O: -3.5854 -1.8546 -2.0219
S: -3.4022 -0.8989 -0.9931
O: -3.3009 0.4930 -1.2578
O: -2.1461 -1.3459 -0.1072
C: -2.5435 -1.5096 1.2637
C: -4.0036 -1.9030 1.1925
O: -4.5358 -1.1172 0.1151
H: -2.4090 -0.5546 1.7735
H: -1.9307 -2.2643 1.7480
H: -4.5378 -1.6961 2.1153
H: -4.1216 -2.9571 0.9329
O: -8.1903 0.0861 0.6944
S: -8.4290 1.2068 -0.1393
O: -9.5949 1.9996 -0.0195
O: -8.2694 0.7368 -1.6683
C: -7.2609 1.5194 -2.3188
C: -6.3072 1.9132 -1.2133
O: -7.1495 2.1747 -0.0823
H: -7.7399 2.3947 -2.7632
H: -6.7742 0.9393 -3.0987
H: -5.7206 2.7927 -1.4638
H: -5.6382 1.0933 -0.9558
O: 3.0182 -2.3650 2.4719
S: 3.6109 -1.1234 2.7979
O: 3.6927 -0.0485 1.8837
O: 5.0827 -1.4089 3.3805
C: 5.2016 -0.8645 4.6982
C: 3.7979 -0.9070 5.2622
O: 2.9546 -0.5726 4.1560
H: 5.5648 0.1620 4.6134
H: 5.9039 -1.4491 5.2869
H: 3.6541 -0.2028 6.0772
H: 3.5347 -1.9124 5.5995



8.
The following is a DFT calculation (ωB97M-V/def2-TZVPD) of a cluster of 2 separate species, C11H20N2O2 in total in a non-equilibrium geometry.

Computed properties:
Energy relative to the best compared isomer or geometry (same formula, charge and spin), kcal/mol: 6.39
Frontier orbital gap, eV: 8.431
Molar mass, g mol⁻¹: 212.29
LUMO, Eh: -0.295
Total energy, eV: -18783.52990
Charge: +2

CARTESIAN COORDINATES (ANGSTROEM)
C: 0.4366 -0.0306 2.1392
C: 0.3175 0.7579 0.9891
C: -1.1637 -2.3184 1.6821
C: -0.7488 -2.1616 3.2483
C: -0.3024 -0.2178 0.0760
C: -0.0160 -1.4842 1.1066
C: 0.0862 -1.0748 2.7422
C: -2.0565 -2.1324 -2.2228
C: 0.2192 2.9004 -0.0859
C: -0.5793 -2.0519 -2.6819
C: 0.4787 -0.5096 -1.2857
N: 2.0890 3.6441 2.2474
N: 0.5855 1.9723 0.9540
O: 1.8565 -0.1461 -1.2204
O: 0.3763 -1.8500 -1.6041
H: -0.9427 -3.3029 1.3543
H: -2.1322 -2.0558 1.4470
H: -1.5941 -1.7470 3.8890
H: -0.3813 -2.9193 3.7626
H: -1.3690 0.0912 -0.1854
H: 0.9523 -1.8092 0.7122
H: -2.3234 -2.8780 -1.5555
H: -2.3296 -1.0971 -2.1550
H: -2.6174 -2.6406 -3.0375
H: 1.1089 3.0387 -0.7473
H: -0.6275 2.6515 -0.6758
H: -0.0544 3.9394 0.3179
H: -0.6174 -1.2753 -3.5455
H: -0.3091 -3.0850 -3.0802
H: 0.0064 0.0739 -2.0721
H: 2.9611 3.8185 1.8421
H: 1.4495 4.4250 2.0401
H: 2.2620 3.6748 3.2017
H: 1.3285 2.8559 1.8454
H: 2.3757 -0.9866 -1.1850



Highest occupied orbital energy for every record listed, in sequence, given in Eh: -0.348, -0.312, -0.589, -0.174, -0.454, -0.393, -0.389, -0.605.